1.
This record from the OMol25 dataset describes a structure of composition C33H34BiN2O3Te. The level of theory is ωB97M-V/def2-TZVPD.

Its spin multiplicity is 2. As for the expectation value of S²: 0.764. For the HOMO energy (spin up / spin down), the calculation gives -0.906 / -0.567 eV. As for the net charge: -2. The gap between HOMO and LUMO (spin up / spin down) is 4.84 / 4.50 eV. As for the relative energy (zero: lowest compared OMol25 entry of this formula, charge and spin): 0.0 kcal/mol.

XYZ file:
```
74
Properties=species:S:1:pos:R:3:forces:R:3:lowdin_charge:R:1
Bi -0.27671 -1.54826 -1.02192 0.063 -0.019 0.090 1.6143
O -2.67782 -3.50257 -4.87455 -0.024 -0.047 -0.029 -0.0601
C -1.99714 -3.08767 -3.91848 0.046 0.004 -0.026 -0.6929
O -2.03708 -1.99081 -3.32824 0.029 0.018 0.056 -0.1572
C -0.94452 -4.09284 -3.38346 0.006 0.046 0.038 -0.1765
C -0.90386 -5.38470 -3.89761 0.040 -0.003 0.051 -0.0258
C 0.02310 -6.28127 -3.39813 -0.015 -0.018 -0.014 -0.0836
C 0.89413 -5.86752 -2.40095 -0.026 0.059 -0.001 -0.0639
C 0.80094 -4.56503 -1.94322 -0.052 -0.036 -0.072 -0.1524
N -0.09632 -3.70503 -2.42749 -0.027 -0.012 -0.068 0.0090
H -1.61476 -5.63108 -4.67234 -0.002 -0.014 -0.012 0.1013
H 0.06567 -7.29661 -3.77877 0.000 0.008 0.005 0.0914
H 1.63365 -6.53033 -1.97348 0.003 -0.032 -0.003 0.0947
H 1.46285 -4.17061 -1.18542 0.025 0.016 0.022 0.0767
C 4.04246 -0.44832 -1.21605 0.012 0.010 -0.056 -0.0851
C 2.71714 -1.21572 -1.33450 0.104 -0.059 0.076 -0.7949
O 2.78590 -2.38697 -1.77493 -0.013 -0.090 -0.025 -0.1116
N 1.63926 -0.55594 -0.96975 -0.164 0.231 -0.052 -0.3822
Te 1.46756 2.01563 -0.67195 0.031 -0.096 -0.001 1.4333
C 0.04170 1.36172 0.76190 0.002 0.011 -0.045 -0.4484
C 0.44941 0.63395 1.88582 -0.009 -0.035 0.050 -0.3461
C 1.87177 0.22910 2.12639 0.024 -0.042 0.005 -0.0938
C -0.51454 0.17813 2.78422 0.014 -0.004 -0.062 -0.0352
C -1.86351 0.40830 2.59143 -0.006 -0.022 -0.014 -0.2791
C -2.89160 -0.17861 3.51857 -0.035 0.002 0.034 -0.0584
C -2.25012 1.12924 1.46982 -0.024 -0.016 0.002 -0.0336
C -1.32664 1.60106 0.54571 0.011 0.016 -0.011 -0.3293
C -1.84511 2.30823 -0.67594 0.000 0.072 0.002 -0.0806
C 0.98260 4.13992 -0.24511 0.046 -0.037 0.004 -0.3726
C 0.51143 4.97719 -1.26421 -0.014 0.062 0.037 -0.3290
C 0.21112 4.49492 -2.66260 -0.020 -0.035 -0.060 -0.1056
C 0.28948 6.33647 -1.01559 -0.022 -0.026 -0.012 -0.0430
C 0.51998 6.90097 0.22355 0.002 0.013 -0.002 -0.2945
C 0.28416 8.36706 0.47451 -0.009 0.022 0.003 -0.0719
C 0.98970 6.06937 1.23414 0.002 0.009 0.001 -0.0395
C 1.22818 4.71795 1.01848 -0.030 0.010 -0.040 -0.2962
C 1.75487 3.90289 2.16658 -0.005 -0.010 0.044 -0.0797
H 4.86815 -1.15927 -1.21525 0.000 -0.003 0.002 0.0551
H 4.07668 0.17377 -0.32203 -0.025 0.023 0.042 0.0288
H 4.15486 0.21249 -2.08033 0.000 0.002 -0.002 0.0564
H 2.56874 1.03937 1.91318 0.022 0.018 -0.011 0.0313
H 2.11033 -0.60095 1.45572 -0.004 0.004 -0.006 0.0589
H 2.00400 -0.10520 3.15616 0.002 0.007 0.017 0.0725
H -0.19232 -0.43072 3.62119 0.003 0.000 0.027 0.1120
H -2.43537 -0.50514 4.45335 0.001 0.002 0.012 0.0679
H -3.37128 -1.05031 3.06617 0.043 0.006 -0.021 0.0782
H -3.67505 0.54573 3.75044 -0.021 0.012 0.015 0.0677
H -3.30605 1.29579 1.27955 -0.017 -0.001 0.015 0.1099
H -2.93030 2.21774 -0.72994 -0.010 0.011 -0.002 0.0732
H -1.41956 1.87563 -1.58199 0.002 -0.026 -0.022 0.0557
H -1.58282 3.36900 -0.66694 -0.004 -0.023 0.007 0.0665
H 0.19476 3.40943 -2.72930 -0.003 0.033 0.017 0.0044
H 0.96337 4.86092 -3.36673 0.020 -0.017 -0.005 0.0767
H -0.75753 4.87493 -2.99572 0.002 0.026 -0.007 0.0749
H -0.08438 6.96151 -1.82294 -0.006 0.007 -0.008 0.1068
H -0.19246 8.83776 -0.38627 -0.002 0.007 -0.005 0.0638
H 1.22169 8.89549 0.66650 0.010 -0.008 -0.001 0.0708
H -0.35904 8.52510 1.34304 -0.005 -0.011 0.006 0.0702
H 1.18124 6.48739 2.21898 0.003 0.006 0.015 0.1055
H 2.00669 4.54563 3.01224 0.004 0.001 0.012 0.0671
H 2.64294 3.34544 1.86866 0.035 -0.018 -0.019 0.0529
H 1.02312 3.16499 2.49861 -0.018 -0.010 -0.003 0.0716
C 0.00444 -2.68263 0.75246 0.010 0.015 0.022 -0.2951
C -0.59335 -3.93023 1.05577 -0.021 0.040 -0.003 -0.4556
C -2.00379 -4.13962 1.06023 0.025 0.016 -0.017 -0.0981
C -2.56457 -5.35609 1.38857 -0.014 -0.032 0.001 -0.1429
C -1.77449 -6.45018 1.74508 -0.039 0.010 0.004 -0.1643
C -0.39378 -6.27297 1.75908 0.052 -0.014 -0.001 -0.1486
C 0.18364 -5.05997 1.43326 0.013 -0.049 0.013 -0.1068
H -2.64491 -3.30779 0.78907 -0.017 0.008 -0.010 0.0889
H -3.64552 -5.45840 1.35878 0.007 -0.008 0.006 0.0837
H -2.22070 -7.40429 1.99837 0.000 -0.001 -0.003 0.0671
H 0.25296 -7.10404 2.02793 -0.014 0.001 0.003 0.0810
H 1.26235 -4.95248 1.45862 0.003 0.013 -0.009 0.0938
```
Forces are in eV/Å.


2.
This record from the OMol25 dataset describes a structure of composition C3H4BiO2 at a distorted geometry. The level of theory is ωB97M-V/def2-TZVPD.

Its spin multiplicity is 2. As for the expectation value of S²: 0.752. For the HOMO energy (spin up / spin down), the calculation gives -19.484 / -21.529 eV. As for the net charge: +2. The gap between HOMO and LUMO (spin up / spin down) is 6.31 / 8.45 eV. As for the relative energy (zero: lowest compared OMol25 entry of this formula, charge and spin): 24.2 kcal/mol.

XYZ file:
```
10
Properties=species:S:1:pos:R:3:forces:R:3:lowdin_charge:R:1
O -1.21757 -0.65033 -0.30929 0.497 2.046 2.416 0.1018
C -1.26653 0.50740 0.33754 -5.226 -1.677 -3.555 -0.4364
Bi -0.03337 2.37731 -0.52468 0.397 1.294 -0.300 1.8521
O -2.23034 1.26752 0.41536 4.752 -1.380 0.876 0.1745
C 0.20004 -1.01592 -0.33928 -0.179 -0.367 -0.166 -0.1079
H 0.28430 -1.93948 0.24744 0.287 0.222 -0.057 0.1732
H 0.46992 -1.19675 -1.38654 -0.169 0.035 0.270 0.1609
C 0.86831 0.19558 0.27140 0.147 -1.211 1.157 -0.1611
H 1.01457 0.20171 1.36122 -0.542 -0.160 -0.044 0.1178
H 1.91068 0.25296 -0.07315 0.037 1.198 -0.597 0.1252
```
Forces are in eV/Å.


3.
This record from the OMol25 dataset describes a cluster of 2 separate species, C7H10O2 in total at a distorted geometry. The level of theory is ωB97M-V/def2-TZVPD.

For the HOMO energy, the calculation gives -8.630 eV. As for the net charge: 0. The gap between HOMO and LUMO is 9.14 eV. The SMILES is CC(C)=C=O.C=CC=O. As for the relative energy (zero: lowest compared OMol25 entry of this formula, charge and spin): 50.9 kcal/mol.

XYZ file:
```
19
Properties=species:S:1:pos:R:3:forces:R:3:lowdin_charge:R:1
C -1.11479 -0.03967 -0.09900 -0.609 0.734 -0.993 -0.3731
C -0.75255 -0.61970 -1.44685 0.440 0.070 0.359 -0.0420
C -2.01008 -0.88378 0.77574 0.417 0.228 0.250 -0.0401
C -0.99146 1.26545 0.09448 -1.560 -0.161 0.485 -0.1710
C 1.05913 -0.29126 1.05347 1.853 0.003 0.565 -0.3262
C 1.70861 0.95316 0.47940 0.551 -0.775 -0.378 -0.1446
C 2.50603 0.87340 -0.58599 -0.336 -0.017 0.276 0.0453
O -1.05016 2.40106 0.35512 0.658 -0.464 -0.221 0.1862
O 1.30057 -1.42544 0.67723 -0.419 0.644 -0.035 0.0074
H 0.65972 -0.09755 2.06845 -0.575 -0.201 -0.214 0.1280
H 1.63306 1.86738 1.05399 -0.319 0.068 -0.079 0.0988
H -1.64614 -0.95275 -1.97490 -0.059 0.046 0.025 0.0851
H -1.46144 -1.78918 1.03988 -0.030 -0.076 0.097 0.0848
H -0.22198 0.10107 -2.06436 0.018 -0.018 -0.092 0.0831
H -0.10054 -1.47903 -1.28264 0.066 -0.096 -0.083 0.0778
H -2.28793 -0.35792 1.68643 -0.070 -0.073 0.080 0.0860
H -2.91515 -1.17508 0.24170 -0.003 0.065 -0.056 0.0844
H 3.02012 1.72707 -0.99837 0.073 0.154 0.086 0.0602
H 2.66497 -0.07721 -1.07377 -0.095 -0.130 -0.070 0.0699
```
Forces are in eV/Å.


4.
This record from the OMol25 dataset describes a structure of composition C24H43Cl2EuN4O4SeSi at a distorted geometry. The level of theory is ωB97M-V/def2-TZVPD.

Its spin multiplicity is 8. As for the expectation value of S²: 15.759. For the HOMO energy (spin up / spin down), the calculation gives -2.919 / -4.841 eV. As for the net charge: -1. The gap between HOMO and LUMO (spin up / spin down) is 5.42 / 7.33 eV. As for the relative energy (zero: lowest compared OMol25 entry of this formula, charge and spin): 26.0 kcal/mol.

XYZ file:
```
80
Properties=species:S:1:pos:R:3:forces:R:3:lowdin_charge:R:1
C -1.94702 2.73829 -2.63844 0.196 0.409 -0.167 -0.0574
C -3.06674 2.15185 -1.83334 -0.571 -0.432 0.476 -0.2412
H -2.21323 2.84040 -3.69851 0.155 0.083 0.247 0.0637
H -0.99484 2.16092 -2.58003 -0.778 0.154 0.116 0.0224
H -1.71980 3.73990 -2.23414 0.012 -0.161 -0.262 0.0840
C -4.29834 1.83072 -2.23819 0.496 0.403 0.294 -0.1399
C -4.88240 2.16885 -3.55641 -0.308 -0.055 -0.306 -0.1122
H -4.95305 1.30058 -1.53828 0.143 0.285 -0.158 0.1073
H -4.14855 2.61742 -4.23422 -0.250 -0.099 0.068 0.0591
H -5.70184 2.87952 -3.39580 -0.002 -0.025 -0.288 0.0688
H -5.30932 1.27196 -4.02131 -0.006 0.156 -0.158 0.0642
Eu 0.08344 0.15517 -0.01299 0.337 0.228 -0.358 1.4054
Cl 1.54470 1.11199 -2.20224 0.010 0.252 -0.123 -0.2031
C -1.71690 -0.44024 2.48900 1.206 -1.658 -3.390 -0.3428
O -1.43122 -1.08772 1.42658 -1.186 1.009 3.163 -0.1820
N -2.17269 -0.99855 3.58863 -0.986 -0.392 0.614 -0.1556
C -2.28714 -2.44714 3.61570 -0.008 -0.022 0.061 -0.0287
C -2.93084 -0.21986 4.56877 0.489 0.029 -0.001 -0.0343
H -1.50193 0.62063 2.53617 -0.325 0.477 0.188 0.1288
H -1.64759 -2.85770 2.83455 -0.042 0.077 0.154 0.0911
H -3.31733 -2.77018 3.43040 0.008 0.065 0.041 0.0883
H -1.95504 -2.80591 4.58935 -0.033 -0.034 0.024 0.0882
H -2.78731 0.84766 4.32785 -0.149 -0.439 0.243 0.0934
H -2.53995 -0.43850 5.57605 -0.220 0.163 -0.290 0.0901
H -4.01199 -0.45612 4.52210 0.536 0.081 -0.058 0.0844
H 4.46408 -2.14507 2.67005 0.070 0.027 -0.244 0.0593
H 5.66036 0.22431 2.24846 0.121 0.092 -0.357 0.0881
C 4.16485 -2.06783 1.61738 0.384 -0.372 0.239 -0.0702
C 5.26492 0.15137 1.22498 -0.583 0.067 0.199 -0.0480
N 4.06870 -0.67006 1.24267 0.218 -0.331 0.058 -0.1816
H 3.19178 -2.55624 1.51853 0.236 0.295 -0.028 0.0809
C 2.95162 -0.30112 0.60677 0.023 0.094 -0.852 -0.4362
O 2.15061 -1.11430 0.16723 0.582 0.124 -0.137 -0.1710
H 4.95196 1.14350 0.85826 0.405 -0.287 0.199 0.0894
H 2.81002 0.80795 0.50029 0.255 -0.624 -0.095 0.1073
H 4.88053 -2.60107 0.97736 -0.016 0.065 0.074 0.0883
H 6.02099 -0.27909 0.53913 -0.268 0.231 0.333 0.0909
H -1.83663 -0.09451 -3.60077 0.087 -0.186 0.284 0.0867
H -3.98251 -1.20757 -2.76625 0.232 -0.167 0.073 0.0862
C -1.30309 -1.04655 -3.47283 -0.037 0.081 -0.216 -0.0420
C -3.40015 -2.14274 -2.76243 0.153 0.055 0.176 -0.0554
N -1.99596 -1.88874 -2.51035 -0.018 -0.264 0.104 -0.1799
H -0.27688 -0.84001 -3.15859 -0.250 -0.063 0.049 0.0371
C -1.41383 -2.28579 -1.36604 0.116 0.818 -0.177 -0.3335
O -0.23706 -2.05029 -1.07574 -0.683 -0.519 -0.208 -0.1188
H -3.77177 -2.80158 -1.96929 -0.094 0.122 -0.235 0.0834
H -2.10788 -2.77867 -0.65387 0.286 -0.056 -0.297 0.1394
H -1.29424 -1.54703 -4.44718 0.080 -0.063 0.035 0.0855
H -3.51423 -2.63584 -3.73612 -0.067 0.020 0.160 0.0842
O -2.01803 0.44083 -0.84013 0.741 -0.538 -0.380 -0.3896
C -2.60121 1.60973 -0.48859 -0.341 -0.780 -0.435 -0.4746
C -4.14490 -0.01006 0.68926 -0.378 0.040 -0.068 -0.0488
C -3.67768 1.29853 0.55314 0.378 0.747 -0.183 -0.1908
H -3.71342 -0.80662 0.07614 -0.052 0.519 0.184 0.1073
C -5.17252 -0.28010 1.58991 0.196 0.454 -0.072 -0.0874
H -1.90657 2.38120 -0.06559 0.049 -0.015 0.285 0.1302
C -4.13715 2.33359 1.36932 -0.166 -0.639 -0.369 -0.0414
H -5.56605 -1.29760 1.65895 0.025 0.358 0.149 0.1011
C -5.68300 0.76963 2.35931 -0.221 0.084 0.248 -0.1255
C -5.16832 2.06949 2.26495 0.114 0.084 0.015 -0.1011
H -3.67609 3.31702 1.21918 -0.392 -0.242 0.268 0.1183
H -6.49759 0.57567 3.05301 0.074 0.028 -0.046 0.0896
H -5.55691 2.89632 2.86471 -0.052 -0.426 -0.009 0.0949
Si 4.85106 2.00126 -5.35868 -0.232 0.047 0.210 0.0895
Cl 3.45845 2.87796 -6.64891 0.033 0.049 -0.148 0.2633
C 4.71042 0.15633 -5.60554 0.047 -0.043 -0.044 -0.2188
C 4.38387 2.53673 -3.64466 0.024 -0.013 0.010 -0.2470
C 6.53630 2.64301 -5.86363 0.122 0.011 -0.113 -0.2301
H 3.69723 -0.18963 -5.36370 0.219 0.107 0.000 0.0365
H 5.41841 -0.35863 -4.94384 -0.124 0.017 -0.088 0.0315
H 4.93825 -0.12467 -6.64187 -0.037 0.056 0.191 0.0262
H 6.77662 2.37309 -6.90005 -0.056 0.037 0.190 0.0251
H 7.30933 2.21428 -5.21284 -0.095 0.062 -0.085 0.0282
H 6.58839 3.73609 -5.77801 -0.053 -0.219 0.007 0.0272
H 3.37139 2.19220 -3.37706 0.324 0.095 -0.087 -0.0892
H 4.42051 3.62955 -3.54662 0.019 -0.191 -0.038 0.0319
H 5.08027 2.09951 -2.91720 -0.084 0.074 -0.042 0.0315
Se 2.03736 -1.88200 4.68281 -0.168 -0.211 -0.396 0.3503
C 1.40832 -1.08276 3.17156 -0.488 1.786 -0.065 -0.9069
N 1.00367 -0.33378 2.35756 0.617 -1.047 1.647 -0.0435
```
Forces are in eV/Å.